Density functional theory data (the ωB97M-V functional and the def2-TZVPD basis) for a 17-piece molecular cluster, C52H144N18O28 overall in a non-equilibrium geometry.

Last column: Löwdin charge in e.
Atoms and positions in Å:
C  -0.02341  -5.58335  -6.23906  -0.239
C  1.38827  -5.13941  -5.73799  -0.247
O  1.35952  -4.67497  -4.42011  -0.109
O  0.12236  -6.22965  -7.46265  -0.055
H  -0.68669  -4.73978  -6.28319  0.104
H  -0.45698  -6.25489  -5.49764  0.121
H  1.89449  -4.44103  -6.39667  0.107
H  2.05161  -6.01029  -5.74031  0.120
H  1.12173  -3.73002  -4.37271  0.057
H  0.77467  -5.75551  -8.00159  0.093
C  -4.03065  -1.09468  -2.03388  -0.204
C  -2.75616  -1.26372  -2.84342  -0.192
O  -2.96844  -1.45644  -4.26977  -0.052
O  -4.91350  -0.15351  -2.63574  -0.062
H  -3.73235  -0.76669  -1.02884  0.087
H  -4.54587  -2.04513  -1.98053  0.120
H  -2.22303  -2.15908  -2.55376  0.113
H  -2.05150  -0.45313  -2.66275  0.073
H  -3.54644  -0.84393  -4.65874  0.004
H  -5.23460  0.44735  -1.96881  0.045
C  3.73118  1.91698  -2.01171  -0.159
C  4.92617  1.46435  -2.86532  -0.199
O  6.21924  1.43889  -2.12911  -0.088
O  3.44843  0.87271  -0.96292  -0.127
H  2.79206  1.93834  -2.57215  0.099
H  3.94680  2.89575  -1.56013  0.120
H  5.04390  2.13909  -3.70014  0.102
H  4.75331  0.49691  -3.29640  0.102
H  6.16595  0.68787  -1.50701  0.031
H  4.31685  0.66147  -0.59960  0.014
C  -4.33632  5.20557  2.75494  -0.233
C  -3.19557  6.26406  2.72280  -0.241
O  -3.38547  7.11899  1.63029  -0.066
O  -5.57155  5.89509  2.72959  -0.061
H  -4.30371  4.53192  3.61588  0.099
H  -4.26437  4.47885  1.94003  0.082
H  -2.19752  5.84869  2.54095  0.105
H  -3.10951  6.80781  3.69616  0.126
H  -4.27370  7.46347  1.80686  0.085
H  -6.14505  5.30304  2.22051  0.074
C  -4.68802  0.90971  6.26184  -0.181
C  -4.50122  2.04975  5.17836  -0.270
O  -3.38822  2.81079  5.27943  -0.062
O  -3.64750  -0.06980  6.25217  -0.096
H  -5.65108  0.41546  6.05895  0.115
H  -4.75757  1.30330  7.29986  0.127
H  -5.39033  2.68165  5.27484  0.122
H  -4.57639  1.59768  4.17860  0.092
H  -2.64959  2.28250  5.62146  0.069
H  -3.63933  -0.52954  7.07866  0.054
C  -5.83017  2.33293  0.80763  -0.651
O  -6.39600  3.39350  0.73758  0.046
N  -4.95931  1.76640  -0.12558  0.165
N  -6.11757  1.44599  1.82683  0.166
H  -4.49810  0.94913  0.24647  0.045
H  -4.31975  2.49896  -0.40891  0.071
H  -5.54543  0.66566  2.08918  0.038
H  -6.70763  1.89731  2.48517  0.091
C  -3.14634  -0.90822  2.37725  -0.512
O  -3.89633  0.07304  2.07729  -0.071
N  -2.94822  -1.41765  3.63480  0.205
N  -2.41309  -1.51433  1.33329  0.178
H  -2.36951  -2.23728  3.62801  0.059
H  -3.42956  -1.11947  4.49683  0.096
H  -1.50980  -1.89156  1.58463  0.064
H  -2.29956  -1.07004  0.45524  0.027
C  4.72262  -5.81982  -2.41547  -0.686
O  5.90124  -5.60813  -2.26748  0.028
N  3.91440  -6.30233  -1.41346  0.180
N  4.10792  -5.58408  -3.62827  0.153
H  2.99437  -6.68172  -1.64578  0.075
H  4.27166  -6.53701  -0.50569  0.074
H  3.12953  -5.30737  -3.61432  0.052
H  4.71192  -5.02279  -4.21584  0.101
C  1.91173  0.28565  2.96913  -0.589
O  2.92265  -0.40679  3.20106  -0.025
N  1.91779  1.28217  1.97546  0.158
N  0.67700  0.27220  3.59025  0.169
H  1.01550  1.52347  1.56938  0.056
H  2.65713  1.30041  1.26799  0.087
H  -0.02135  0.84672  3.12373  0.087
H  0.43331  -0.24355  4.44073  0.075
C  0.01703  -3.59887  3.03662  -0.622
O  -0.64666  -3.55106  4.04828  0.020
N  -0.50494  -4.27441  1.87787  0.133
N  1.31325  -3.19627  2.74034  0.182
H  -1.49852  -4.47174  1.97273  0.096
H  0.00908  -4.52579  1.05741  0.073
H  1.74531  -2.53660  3.39212  0.087
H  1.45362  -2.95368  1.77333  0.044
C  6.43140  -0.76206  1.11515  -0.610
O  5.82191  -0.24366  0.18353  0.001
N  5.80780  -1.16612  2.26862  0.172
N  7.78945  -1.00532  1.03633  0.170
H  4.82050  -0.96596  2.44685  0.071
H  6.42947  -1.52906  3.00492  0.114
H  8.20542  -1.65439  1.65286  0.082
H  8.19435  -0.75365  0.16652  0.099
C  -2.03505  2.82054  1.49737  -0.081
O  -1.12595  1.87143  0.90552  -0.214
C  -1.62945  1.49558  -0.37633  -0.205
C  -0.50289  0.83319  -1.10266  -0.210
N  -0.29426  -0.58261  -0.87443  -0.015
C  0.67679  -1.10035  -1.83321  -0.194
C  0.91583  -2.58185  -1.55946  -0.175
O  1.45069  -2.76371  -0.23326  -0.242
C  2.90231  -2.67721  -0.25893  -0.048
H  -1.49605  3.07161  2.42593  0.085
H  -3.01344  2.35728  1.68886  0.071
H  -2.23012  3.74090  0.88444  0.070
H  -1.92824  2.37236  -0.92244  0.101
H  -2.45636  0.83212  -0.13840  0.082
H  0.31259  1.54200  -1.00724  0.109
H  -0.77821  1.01109  -2.16624  0.104
H  0.13021  -0.74123  0.05435  0.118
H  1.61953  -0.54316  -1.82069  0.105
H  0.38930  -1.01606  -2.89643  0.104
H  1.52884  -3.08061  -2.31820  0.105
H  -0.03183  -3.11147  -1.53188  0.119
H  3.22006  -1.85618  -0.90165  0.081
H  3.22438  -3.66982  -0.59175  0.080
H  3.30164  -2.47586  0.73131  0.075
C  -2.80190  -2.28748  9.48489  -0.120
O  -2.23385  -1.91754  8.26824  -0.188
C  -0.84083  -1.92460  8.32868  -0.257
C  -0.14110  -1.67803  7.05079  -0.212
N  -0.34270  -0.38655  6.42519  -0.038
C  0.04784  0.71008  7.32547  -0.187
C  0.49431  1.85634  6.51727  -0.222
O  -0.68907  2.53004  6.14335  -0.209
C  -0.53490  3.59582  5.21737  -0.091
H  -2.48391  -1.66670  10.30255  0.082
H  -2.64887  -3.34283  9.72836  0.097
H  -3.87212  -2.03695  9.47184  0.094
H  -0.56927  -2.86716  8.79951  0.127
H  -0.56618  -1.15448  9.04771  0.115
H  -0.27043  -2.50909  6.31060  0.118
H  0.88799  -1.88893  7.36326  0.126
H  -1.32591  -0.32104  6.17752  0.090
H  0.88335  0.33070  7.91651  0.128
H  -0.79374  1.02526  7.96553  0.138
H  0.99200  1.54627  5.60622  0.101
H  1.10192  2.59185  7.06474  0.134
H  -0.10298  3.27718  4.27256  0.066
H  0.02139  4.39233  5.66719  0.087
H  -1.48656  4.03018  4.91067  0.076
C  5.60858  -4.77572  1.30368  -0.106
O  4.45448  -5.41327  1.80405  -0.225
C  4.60077  -6.47334  2.74519  -0.193
C  3.20530  -7.09222  2.71320  -0.237
N  2.73508  -7.40390  1.41604  -0.056
C  1.47711  -8.14264  1.46508  -0.201
C  1.27094  -8.79326  0.08923  -0.212
O  1.20590  -7.77887  -0.91111  -0.221
C  0.94386  -8.25219  -2.23347  -0.095
H  6.33144  -5.48215  0.91642  0.083
H  6.08048  -4.23920  2.13578  0.076
H  5.35359  -4.10080  0.46613  0.083
H  4.86025  -6.12986  3.74428  0.116
H  5.39305  -7.19138  2.48493  0.125
H  2.60179  -6.39670  3.33213  0.126
H  3.19108  -8.08257  3.16648  0.116
H  2.67895  -6.60090  0.82181  0.081
H  0.56850  -7.57492  1.76856  0.122
H  1.53740  -8.85410  2.27343  0.108
H  0.39431  -9.44413  0.08171  0.120
H  2.17004  -9.41632  0.05065  0.123
H  1.68122  -9.04440  -2.49851  0.102
H  1.04819  -7.42243  -2.95052  0.079
H  -0.05563  -8.67123  -2.34877  0.083
C  0.21218  6.76888  -2.46484  -0.097
O  0.44488  6.22168  -1.20564  -0.170
C  0.79630  4.91798  -1.26053  -0.279
C  0.92483  4.32596  0.15488  -0.167
N  1.88548  5.21328  0.84441  -0.019
C  2.08629  4.85553  2.28229  -0.206
C  3.17254  5.65962  2.79983  -0.297
O  2.89014  7.02345  2.86899  -0.180
C  3.98909  7.85257  3.14740  -0.128
H  1.15015  6.91150  -3.02110  0.084
H  -0.39138  7.66755  -2.41402  0.091
H  -0.40230  6.10791  -3.06914  0.080
H  1.77716  4.83274  -1.77628  0.128
H  0.07144  4.33696  -1.87814  0.119
H  1.33603  3.33255  -0.07437  0.098
H  -0.03947  4.27322  0.64458  0.091
H  1.69674  6.20291  0.76302  0.105
H  2.42910  3.83050  2.40049  0.103
H  1.16084  5.04587  2.90191  0.130
H  4.05486  5.52752  2.16602  0.126
H  3.53572  5.31661  3.77581  0.125
H  3.72121  8.91321  3.22535  0.080
H  4.76032  7.81976  2.33528  0.095
H  4.48225  7.61554  4.15146  0.103
C  -3.10239  5.13401  -1.19571  -0.099
O  -2.72133  4.10835  -2.09963  -0.236
C  -3.73788  3.89673  -3.06508  -0.192
C  -3.12404  2.91426  -4.08742  -0.197
N  -4.16757  2.17624  -4.71519  -0.048
C  -3.87379  1.73058  -6.04813  -0.205
C  -5.07016  0.96566  -6.54735  -0.212
O  -4.87058  -0.37209  -6.15767  -0.203
C  -6.01041  -1.13265  -6.28133  -0.130
H  -2.18880  5.14192  -0.55505  0.077
H  -3.93193  4.82046  -0.52505  0.088
H  -3.18849  6.12915  -1.64738  0.103
H  -4.20299  4.79554  -3.45758  0.123
H  -4.60368  3.42222  -2.61068  0.107
H  -2.33766  2.34152  -3.63290  0.095
H  -2.54270  3.46242  -4.81393  0.112
H  -4.54033  1.43272  -4.12048  0.099
H  -3.00283  1.10152  -6.22538  0.098
H  -3.76530  2.63509  -6.67566  0.131
H  -5.22605  0.94547  -7.62875  0.126
H  -6.00907  1.31119  -6.15661  0.118
H  -5.83943  -1.97613  -5.60507  0.096
H  -6.21374  -1.55029  -7.27462  0.094
H  -6.93015  -0.72785  -5.90218  0.085
C  2.60436  5.42956  -5.47100  -0.081
O  1.74140  4.36292  -5.00073  -0.205
C  1.95269  3.07249  -5.52478  -0.209
C  0.66657  2.25783  -5.18351  -0.190
N  0.98162  0.88117  -5.49511  -0.065
C  -0.20818  0.06052  -5.59182  -0.219
C  0.26601  -1.30459  -5.96579  -0.210
O  1.09442  -1.89357  -4.98508  -0.213
C  2.48642  -1.77504  -5.18760  -0.099
H  2.26854  6.38234  -5.04654  0.075
H  2.57377  5.56473  -6.56047  0.081
H  3.66764  5.26563  -5.29738  0.082
H  2.74139  2.53861  -4.98217  0.107
H  2.16406  3.12451  -6.57892  0.117
H  -0.20812  2.53401  -5.79395  0.115
H  0.38819  2.43089  -4.13122  0.115
H  1.36420  0.89084  -6.44211  0.119
H  -0.97358  0.35815  -6.32859  0.118
H  -0.69114  0.00481  -4.60012  0.108
H  0.74965  -1.27375  -6.93931  0.127
H  -0.61164  -1.92452  -6.12795  0.122
H  2.89050  -2.29376  -6.03549  0.079
H  2.97400  -2.27923  -4.32854  0.095
H  2.87821  -0.77644  -5.12774  0.069

Cartesian forces (eV/Å) of the 3 atoms listed first:
C 1.679 0.499 0.891
C -0.600 -0.909 0.053
O -0.020 0.422 0.935

For the HOMO energy, the calculation gives -8.441 eV. The LUMO energy is 0.48 eV. The calculation puts the total energy at -5159.89506 hartree. For the HOMO-LUMO gap, the calculation gives 8.920 eV. The multiplicity is 1.